A structure of composition CH8N2O at a distorted geometry. Source: the OMol25 dataset; level of theory: ωB97M-V/def2-TZVPD.

Each line ends with the Mulliken charge.
Positions of all 12 atoms, in Å:
N (-0.38, -1.03, -0.31)  -0.60
C (-1.73, -0.37, 0.84)  -0.01
O (-1.92, -1.18, 1.81)  -0.64
H (-0.59, -1.66, -1.08)  0.30
H (0.06, -1.54, 0.47)  0.32
H (-1.15, 0.57, 1.08)  0.14
H (-2.44, -0.20, 0.04)  0.25
N (1.78, 1.23, -0.72)  -0.77
H (0.38, -0.46, -0.65)  0.30
H (2.78, 1.16, -0.79)  0.23
H (1.53, 2.16, -1.00)  0.23
H (1.66, 1.34, 0.32)  0.24

maximum force = 0.06684 hartree/bohr
multiplicity = 1
frontier orbital gap = 8.87 eV
molecular weight = 64.09 g/mol
LUMO level = 0.5906 eV

A structure of composition C4H5FeO2 at a distorted geometry. Source: the OMol25 dataset; level of theory: ωB97M-V/def2-TZVPD.

Each line ends with the Löwdin spin population.
Positions of all 12 atoms, in Å:
H (1.34, -0.14, 1.35)  0.00
C (0.50, -0.56, 0.41)  0.26
C (-0.09, -0.62, 1.65)  0.18
O (-0.87, -0.07, 2.36)  0.43
Fe (-1.32, 0.26, 4.29)  4.76
H (1.09, -1.42, 0.08)  0.00
O (-0.97, -0.54, -2.46)  0.03
C (-0.29, 0.09, -1.66)  0.16
C (0.34, 1.18, -1.24)  0.16
H (-0.82, -1.52, -2.47)  0.01
H (-0.25, 1.92, -0.69)  0.00
H (1.33, 1.41, -1.63)  0.00

maximum force = 0.09931 hartree/bohr
multiplicity = 7
frontier orbital gap (spin up / spin down) = 4.33 / 5.76 eV
net charge = +3
molecular weight = 140.93 g/mol
LUMO level (spin up / spin down) = -15.0888 / -17.3774 eV

A cluster of 2 separate species, C5H10ClN in total at a distorted geometry. Source: the OMol25 dataset; level of theory: ωB97M-V/def2-TZVPD.

Each line ends with the Mulliken charge.
Positions of all 17 atoms, in Å:
C (1.91, 0.97, 0.09)  -1.29
C (1.04, 0.00, 0.03)  1.02
C (1.15, -1.25, 0.77)  -1.14
C (-0.58, 1.36, -1.50)  -1.24
C (-0.21, 0.11, -0.73)  0.65
N (-1.02, -0.87, -0.78)  -0.65
Cl (-3.40, -1.06, 2.59)  -0.26
H (1.81, 1.83, -0.48)  0.26
H (2.86, 1.11, 0.55)  0.33
H (2.11, -1.26, 1.23)  0.39
H (0.45, -1.22, 1.59)  0.23
H (0.75, -2.17, 0.19)  0.31
H (-1.69, 1.52, -1.23)  0.31
H (-0.50, 1.57, -2.57)  0.25
H (-0.08, 2.13, -1.00)  0.34
H (-2.71, -2.19, 2.48)  0.25
H (-1.90, -0.59, -1.22)  0.25

maximum force = 0.05384 hartree/bohr
multiplicity = 1
frontier orbital gap = 10.25 eV
structure (SMILES) = [H]/N=C(\C)C(=C)C.Cl
molecular weight = 119.59 g/mol
LUMO level = 0.7457 eV

A cluster of 2 separate species, C49H50N5O2 in total at a distorted geometry. Source: the OMol25 dataset; level of theory: ωB97M-V/def2-TZVPD.

Each line ends with the Mulliken charge.
Positions of all 106 atoms, in Å:
C (0.71, 1.79, 4.39)  -0.93
N (-0.17, 0.70, 4.75)  0.16
C (-1.44, 0.94, 5.24)  -0.54
C (-2.04, -0.25, 5.42)  -0.55
N (-1.15, -1.23, 5.02)  0.18
C (-1.50, -2.63, 5.01)  -0.91
C (0.02, -0.64, 4.62)  0.29
C (1.14, -1.36, 4.00)  0.92
C (2.44, -0.68, 3.93)  -1.66
C (3.17, -0.70, 2.80)  0.45
C (4.43, 0.01, 2.66)  0.50
C (4.96, 0.30, 1.38)  -0.09
C (6.11, 1.07, 1.24)  -0.64
C (6.76, 1.58, 2.37)  -0.43
C (6.27, 1.27, 3.65)  -0.68
C (5.13, 0.48, 3.80)  -0.41
O (0.96, -2.51, 3.53)  -0.61
H (1.75, 1.46, 4.31)  0.40
H (0.41, 2.23, 3.43)  0.37
H (0.64, 2.56, 5.17)  0.40
H (-1.80, 1.95, 5.42)  0.53
H (-3.03, -0.49, 5.78)  0.50
H (-0.61, -3.24, 4.84)  0.32
H (-1.96, -2.89, 5.98)  0.37
H (-2.23, -2.84, 4.22)  0.34
H (2.76, -0.21, 4.87)  0.75
H (2.81, -1.26, 1.93)  0.29
H (4.41, -0.09, 0.51)  0.20
H (6.51, 1.27, 0.24)  0.43
H (7.65, 2.19, 2.26)  0.39
H (6.78, 1.64, 4.54)  0.37
H (4.77, 0.21, 4.79)  0.34
C (-4.04, -4.70, 0.12)  -1.49
C (-3.37, -3.41, -0.24)  0.65
C (-3.77, -2.71, -1.38)  -0.84
C (-3.20, -1.49, -1.74)  2.03
C (-3.73, -0.81, -2.97)  -2.35
C (-2.17, -0.98, -0.93)  -0.67
N (-1.47, 0.19, -1.31)  1.47
C (-2.01, 1.47, -1.44)  0.78
C (-3.41, 1.80, -1.24)  0.22
C (-3.96, 2.74, -2.13)  -0.82
C (-5.33, 2.97, -2.12)  -0.65
C (-6.15, 2.33, -1.19)  -0.50
C (-5.59, 1.47, -0.23)  -0.63
C (-4.21, 1.24, -0.22)  0.18
N (-1.08, 2.33, -1.76)  -1.36
N (0.11, 1.62, -1.74)  1.66
C (1.33, 2.34, -1.89)  0.22
C (1.52, 3.45, -1.05)  1.13
C (0.50, 3.87, -0.05)  -1.21
C (2.71, 4.17, -1.17)  -1.10
C (3.69, 3.82, -2.10)  0.63
C (4.95, 4.62, -2.20)  -1.56
C (3.46, 2.73, -2.95)  -1.31
C (2.27, 1.99, -2.88)  0.87
C (2.04, 0.92, -3.89)  -1.18
C (-0.11, 0.32, -1.55)  -0.49
C (0.94, -0.64, -1.19)  -0.05
O (1.82, -0.30, -0.35)  -0.64
C (0.94, -2.00, -1.73)  1.02
C (1.87, -2.95, -1.07)  -1.98
C (0.01, -2.42, -2.75)  0.97
C (-0.48, -1.55, -3.74)  0.38
C (-1.34, -2.00, -4.74)  -0.79
C (-1.75, -3.33, -4.77)  -0.56
C (-1.29, -4.22, -3.79)  -0.83
C (-0.41, -3.78, -2.81)  -1.35
C (-1.80, -1.63, 0.25)  0.55
C (-0.86, -1.03, 1.26)  -0.93
C (-2.36, -2.87, 0.55)  -1.20
H (-3.58, -5.12, 1.03)  0.40
H (-5.11, -4.56, 0.30)  0.33
H (-3.94, -5.44, -0.69)  0.32
H (-4.56, -3.12, -2.01)  0.44
H (-3.02, -0.12, -3.43)  0.32
H (-3.99, -1.58, -3.72)  0.61
H (-4.66, -0.26, -2.75)  0.43
H (-3.29, 3.25, -2.82)  0.43
H (-5.76, 3.65, -2.86)  0.40
H (-7.23, 2.50, -1.19)  0.40
H (-6.22, 0.98, 0.50)  0.41
H (-3.76, 0.64, 0.57)  0.38
H (0.85, 4.79, 0.43)  0.47
H (-0.48, 4.06, -0.50)  0.24
H (0.36, 3.12, 0.75)  0.06
H (2.88, 5.02, -0.50)  0.37
H (5.66, 4.12, -2.87)  0.37
H (4.75, 5.62, -2.60)  0.34
H (5.42, 4.75, -1.22)  0.36
H (4.21, 2.47, -3.69)  0.32
H (2.84, 0.95, -4.63)  0.54
H (2.06, -0.08, -3.43)  0.25
H (1.09, 1.04, -4.43)  0.27
H (1.96, -3.88, -1.65)  0.58
H (2.87, -2.50, -0.96)  0.18
H (1.51, -3.21, -0.06)  0.21
H (-0.13, -0.51, -3.75)  0.12
H (-1.70, -1.29, -5.49)  0.44
H (-2.42, -3.68, -5.56)  0.40
H (-1.61, -5.26, -3.80)  0.41
H (-0.07, -4.47, -2.03)  0.36
H (-1.19, -1.33, 2.26)  0.26
H (0.17, -1.41, 1.14)  -0.29
H (-0.82, 0.06, 1.23)  0.13
H (-2.01, -3.40, 1.44)  0.43

maximum force = 0.09296 hartree/bohr
multiplicity = 1
frontier orbital gap = 4.15 eV
net charge = +1
molecular weight = 740.97 g/mol
LUMO level = -3.9086 eV